Computed, not measured: a molecular structure, C49H47AgBN7P2, with ωB97M-V/def2-TZVPD.

Results
HOMO energy	-0.04295	hartree
ΔE to the lowest compared entry with this formula, charge and spin	3.5	kcal/mol
net charge	-2

The geometry in XYZ format:
```
107
C49H47AgBN7P2 (ωB97M-V/def2-TZVPD)
Ag 0.18743 0.20515 0.00338
C -0.89920 4.73861 0.69208
C -0.38963 3.69923 -0.10199
N 0.05547 2.69968 0.64550
N -0.15637 3.05756 1.92595
C -0.72526 4.27517 1.98118
B 0.08326 2.13954 3.16042
N -1.11190 1.19742 3.39876
C -2.10376 1.36380 4.29743
C -2.99733 0.32455 4.14970
C -2.44452 -0.44412 3.10869
N -1.31662 0.08751 2.66698
N 1.40295 1.37179 3.05513
C 2.43985 1.45189 3.91274
C 3.40202 0.54710 3.51530
C 2.84264 -0.05474 2.37324
N 1.65136 0.44667 2.10799
H -1.32608 5.67655 0.37885
H -0.32769 3.61979 -1.17797
H -0.96427 4.71710 2.93508
H 0.14121 2.88043 4.12110
H -2.09942 2.21385 4.96136
H -3.91526 0.16085 4.68951
H -2.82732 -1.33971 2.64263
H 2.40460 2.14632 4.73676
H 4.35720 0.35508 3.97555
H 3.24502 -0.80209 1.70722
C -6.88757 0.39706 0.88311
C -6.20227 1.57296 0.60915
C -4.89197 1.52963 0.16118
C -4.21360 0.31936 -0.03444
C -4.91936 -0.85688 0.25773
C -6.23054 -0.81480 0.70470
C -2.79575 0.38935 -0.45369
C -1.86183 -0.56931 -0.58000
C -2.14574 -1.99132 -0.56474
C -2.87021 -2.60594 -1.60452
C -3.08490 -3.97435 -1.62999
C -2.59641 -4.78902 -0.61500
C -1.86951 -4.20007 0.41757
C -1.62940 -2.83831 0.43316
H -7.91067 0.42165 1.24086
H -6.68684 2.53234 0.75678
H -4.35560 2.45346 -0.02660
H -4.43121 -1.81416 0.14525
H -6.74160 -1.74611 0.92515
H -2.47679 1.42704 -0.56428
H -3.26913 -1.97430 -2.39207
H -3.64904 -4.40699 -2.45045
H -2.76230 -5.85993 -0.63625
H -1.46560 -4.81466 1.21549
H -1.02796 -2.39324 1.21928
C 0.95556 1.54562 -4.13952
P -0.61316 0.72672 -3.63229
C -0.05364 -1.00639 -3.59147
C -1.50228 0.85201 -5.24131
C -1.81814 2.11641 -5.74700
C -2.53481 2.26533 -6.92244
C -2.97777 1.14668 -7.61974
C -2.68741 -0.11526 -7.12515
C -1.95438 -0.25865 -5.95283
H 0.79418 2.61589 -4.27936
H 1.39773 1.11706 -5.04238
H 1.63992 1.41532 -3.29973
H 0.40927 -1.32332 -4.53082
H -0.87030 -1.67365 -3.31376
H 0.68483 -1.03613 -2.78114
H -1.50176 2.99975 -5.20217
H -2.75806 3.26016 -7.29115
H -3.54849 1.26107 -8.53381
H -3.02950 -0.99878 -7.65242
H -1.73340 -1.25337 -5.58482
N 2.30630 -0.09231 -1.09853
P 3.62811 0.28547 -1.72487
C 3.99646 2.10005 -1.76125
C 5.22032 2.67693 -2.09663
C 5.39462 4.05291 -2.03467
C 4.34464 4.86371 -1.61853
C 3.13060 4.29538 -1.25868
C 2.95985 2.91890 -1.32898
C 5.20634 -0.29282 -0.93652
C 6.04238 -1.26503 -1.47600
C 7.16733 -1.70512 -0.78483
C 7.47254 -1.16979 0.45649
C 6.64706 -0.19263 1.00428
C 5.52759 0.23918 0.31316
C 3.90741 -0.26070 -3.48323
C 4.36316 0.54207 -4.52520
C 4.41149 0.06421 -5.83011
C 4.01009 -1.23304 -6.11258
C 3.54849 -2.04387 -5.08253
C 3.48995 -1.55589 -3.78658
H 6.05028 2.04171 -2.39146
H 6.35187 4.49054 -2.29627
H 4.48186 5.93783 -1.55839
H 2.31492 4.91447 -0.90256
H 2.03530 2.44487 -1.01308
H 5.81644 -1.68882 -2.44711
H 7.80281 -2.46902 -1.21894
H 8.34627 -1.51049 1.00052
H 6.87269 0.23094 1.97634
H 4.88377 0.99289 0.75260
H 4.65877 1.56529 -4.33176
H 4.74977 0.71570 -6.62805
H 4.03708 -1.60477 -7.13044
H 3.20897 -3.05150 -5.29350
H 3.07507 -2.16714 -2.99195
```


Computed, not measured: 2 unconnected molecules or ions with the total composition C5H11O2, with ωB97M-V/def2-TZVPD.

Results
HOMO energy (spin up / spin down)	0.13580 / -0.06399	hartree
ΔE to the lowest compared entry with this formula, charge and spin	9.6	kcal/mol
multiplicity	2
net charge	-2

The geometry in XYZ format:
```
18
C5H11O2 (ωB97M-V/def2-TZVPD)
C 0.46941 3.36178 -1.94779
C 1.72713 2.54054 -1.54040
O 1.89673 1.61306 -2.38992
O 2.45926 2.79848 -0.56752
H 0.53107 3.54375 -3.02125
H 0.26826 4.31093 -1.44678
H -0.41079 2.72193 -1.85072
C -0.16126 -2.20399 0.96777
C -0.75495 -2.47449 2.33339
C -0.90911 -1.13262 0.15554
H 0.85478 -1.82750 1.08280
H -0.12761 -3.04093 0.27152
H -0.04469 -3.13335 2.90845
H -1.70366 -3.01818 2.31668
H -0.87713 -0.09267 0.50165
H -0.49147 -0.95393 -0.85013
H -0.75457 -1.69940 3.10182
H -1.97141 -1.31341 -0.02509
```


Computed, not measured: a molecular structure, C12H20IrN3O2S3, with ωB97M-V/def2-TZVPD.

Results
HOMO energy (spin up / spin down)	-0.69424 / -0.70275	hartree
ΔE to the lowest compared entry with this formula, charge and spin	0.0	kcal/mol
multiplicity	2
net charge	+3

The geometry in XYZ format:
```
41
C12H20IrN3O2S3 (ωB97M-V/def2-TZVPD)
Ir 0.37562 0.22076 1.24574
C 3.31879 1.17845 2.42513
C 3.49781 0.89007 0.95220
S 2.37616 -0.37554 0.29180
C 2.82861 -1.95018 1.09189
C 2.30005 -2.13234 2.49865
S 0.54198 -1.63448 2.58386
C 0.41516 -0.79542 4.19423
C 1.39732 0.34919 4.37167
S 1.54673 1.40088 2.86691
H 3.82161 2.10735 2.69368
H 3.72569 0.38414 3.04630
H 4.52004 0.57754 0.73146
H 3.28124 1.76212 0.33252
H 3.91589 -2.03850 1.05642
H 2.42736 -2.70734 0.41556
H 2.86514 -1.56660 3.23445
H 2.33806 -3.18546 2.77993
H 0.52250 -1.53962 4.98550
H -0.62074 -0.45203 4.20562
H 2.39798 0.00274 4.62157
H 1.06870 0.99685 5.18390
O -1.45555 0.89020 1.97856
N -1.91280 1.96977 1.52377
N -1.16257 2.53744 0.62001
O -0.00805 2.02371 0.23478
C -1.60869 3.73818 0.07279
C -2.85362 4.29908 0.50944
C -3.26626 5.47331 -0.04456
C -2.46957 6.10559 -1.02137
C -1.23615 5.54054 -1.44613
C -0.80232 4.36569 -0.90776
H -3.44694 3.79790 1.25915
H -4.20175 5.92182 0.26058
H -2.80274 7.03879 -1.45983
H -0.64981 6.04937 -2.19929
H 0.12686 3.91000 -1.21316
N -0.77344 -0.83248 -0.23591
H -0.31368 -0.88950 -1.14429
H -1.67763 -0.39327 -0.40763
H -0.98859 -1.78963 0.04238
```